Entry 1:
Here is C20H32IrNS2Si3 as an isolated structure at a distorted geometry from the Open Molecules 2025 dataset. Energies are from the ωB97M-V functional and the def2-TZVPD basis.

Structure (ORCA input):
```
! wB97M-V def2-TZVPD RIJCOSX def2/J DEFGRID3
* xyz 0 1
Ir -0.58589 0.45893 -0.25585
C 3.31012 -1.00439 -0.45880
Si 2.49578 0.50800 -1.21580
C 3.84717 1.66743 -1.82308
C 1.47606 -0.09544 -2.69058
C 1.36083 1.39532 -0.02311
Si 1.74804 1.20654 1.80929
C 1.49009 -0.56270 2.40962
C 0.72066 2.31129 2.94091
C 3.53849 1.68840 2.13848
Si 0.77801 3.07380 -0.52105
C 0.43055 3.35492 -2.34269
C 1.87414 4.48333 0.06685
C -0.92248 3.23462 0.29193
C -1.67552 4.39615 0.39605
C -2.97624 4.33443 0.86679
C -3.49800 3.10883 1.25888
C -2.69946 1.98846 1.17169
N -1.45418 2.05488 0.69136
H 3.98623 -1.46432 -1.18394
H 2.56969 -1.75377 -0.16864
H 3.89535 -0.75364 0.42700
H 4.55262 1.14120 -2.47172
H 4.40848 2.08337 -0.98229
H 3.42888 2.50125 -2.39176
H 1.90508 -0.99620 -3.13548
H 1.40208 0.66937 -3.46658
H 0.44759 -0.34661 -2.39729
H 0.67134 -1.05535 1.88000
H 1.24219 -0.57008 3.47440
H 2.38592 -1.17081 2.27099
H -0.30650 1.95455 3.03339
H 0.68314 3.34779 2.59912
H 1.16868 2.30810 3.93814
H 4.24269 1.13456 1.51508
H 3.78610 1.48550 3.18440
H 3.70066 2.75413 1.95598
H 1.33942 3.27117 -2.94295
H 0.01931 4.35542 -2.49914
H -0.29349 2.63064 -2.72152
H 2.87638 4.36647 -0.35447
H 1.96842 4.49628 1.15415
H 1.49032 5.45713 -0.25042
H -1.24324 5.34008 0.09014
H -3.58497 5.22764 0.92582
H -4.51182 3.01745 1.62016
H -3.04612 1.01481 1.49059
S -2.29906 0.57239 -1.88765
C -3.66556 -0.12527 -1.02571
C -4.97353 0.21262 -1.37415
C -6.04917 -0.34630 -0.70379
C -5.82325 -1.25754 0.32501
C -4.52454 -1.59072 0.67273
C -3.44070 -1.02282 0.00140
S -1.79143 -1.43633 0.45202
H -5.12993 0.92804 -2.17340
H -7.05874 -0.07302 -0.98226
H -6.65400 -1.69686 0.86172
H -4.32826 -2.28545 1.48112
*
```

The lowest unoccupied orbital energy is -0.858 eV. The max |F| comes out at 1.411 eV Å⁻¹. The gap between HOMO and LUMO is 0.2355 Ha.

Entry 2:
Here is C20H32N2S as an isolated structure at a distorted geometry from the Open Molecules 2025 dataset. Energies are from the ωB97M-V functional and the def2-TZVPD basis.

Structure (ORCA input):
```
! wB97M-V def2-TZVPD RIJCOSX def2/J DEFGRID3
* xyz 0 1
C -0.70434 2.22238 1.84083
C -1.22298 0.95544 2.58862
C -2.66308 1.08397 3.13703
C -3.79618 0.75947 2.14587
C -3.89191 1.69274 0.90109
C -3.78102 0.96551 -0.47122
C -2.59036 -0.00406 -0.58809
C -2.85230 -1.20381 -1.58027
C -2.35963 -2.54552 -0.97014
C -0.88577 -2.85718 -1.29458
C 0.09624 -1.79111 -0.70328
C 1.45339 -2.39035 -0.27114
C 2.64853 -1.45699 -0.45019
C 2.73346 -0.51102 -1.40994
C 3.89207 0.34497 -1.46856
C 3.92362 1.43545 -2.54677
C 3.56313 2.77781 -1.82887
C 4.93964 0.28172 -0.62311
C 4.88454 -0.70571 0.40701
N 5.81555 -0.88087 1.34508
S 5.21914 -2.11614 2.23186
N 3.84139 -2.43983 1.48033
C 3.73514 -1.56397 0.46793
H -1.32025 3.08498 2.12554
H 0.36099 2.40320 2.01268
H -0.85455 2.09415 0.75774
H -1.04679 0.05585 1.98795
H -0.56700 0.86233 3.47054
H -2.77331 2.07500 3.60050
H -2.74148 0.35867 3.96512
H -4.73968 0.85733 2.70655
H -3.77935 -0.28444 1.80010
H -3.22050 2.55746 0.96718
H -4.90638 2.12387 0.91527
H -4.75267 0.48906 -0.66187
H -3.64240 1.73321 -1.24825
H -1.73666 0.54995 -1.00606
H -2.28485 -0.45247 0.35870
H -3.94040 -1.26669 -1.71066
H -2.34580 -0.99404 -2.53019
H -2.96851 -3.35001 -1.40971
H -2.49610 -2.56509 0.12004
H -0.56611 -3.82319 -0.88091
H -0.72852 -2.82555 -2.38267
H -0.33034 -1.29242 0.17731
H 0.18821 -1.00448 -1.46286
H 1.38143 -2.58198 0.80948
H 1.68374 -3.34992 -0.75743
H 1.93640 -0.34484 -2.12837
H 4.89400 1.48445 -3.05192
H 3.13844 1.22639 -3.28527
H 2.61801 2.58874 -1.29877
H 4.31716 2.92847 -1.04805
H 3.46838 3.61754 -2.52281
H 5.75656 0.99159 -0.72839
*
```

The lowest unoccupied orbital energy is -0.309 eV. The max |F| comes out at 1.883 eV Å⁻¹. The gap between HOMO and LUMO is 0.3099 Ha.

Entry 3:
Here is a 4-piece molecular cluster, C20H32N5O2S overall at a distorted geometry from the Open Molecules 2025 dataset. Energies are from the ωB97M-V functional and the def2-TZVPD basis.

Structure (ORCA input):
```
! wB97M-V def2-TZVPD RIJCOSX def2/J DEFGRID3
* xyz 1 1
C 3.06107 -3.51625 -0.25083
C 2.74693 -3.02295 -1.53401
C 1.25155 -2.58750 -1.95371
C 0.92285 -1.25892 -1.12764
C -0.65656 -0.96011 -1.02231
N -0.96899 0.33097 -0.33948
C 0.25247 1.12016 0.01676
C 1.38163 1.15400 -1.11280
S 2.96140 1.73072 -0.32696
C 4.49298 1.15012 -1.20698
O 3.09016 1.32203 1.12855
O 3.03914 3.24623 -0.32719
N 1.48967 -0.10419 -1.92849
H 4.11996 -3.62343 0.14083
H 2.21886 -3.77003 0.46394
H 3.61895 -2.91161 -2.25077
H 1.17487 -2.46764 -3.08288
H 0.57519 -3.44701 -1.65481
H 1.43280 -1.35213 -0.11170
H -1.16308 -1.87119 -0.58137
H -1.01201 -0.84253 -2.11363
H -1.41349 0.08683 0.56405
H 0.62240 0.71999 1.02595
H -0.10388 2.18941 0.23558
H 1.07211 1.98156 -1.84718
H 4.21003 1.03837 -2.31460
H 4.71322 0.08030 -0.85320
H 5.36257 1.85791 -1.05601
H 0.87358 -0.00685 -2.76298
H 2.43193 -0.30937 -2.29643
N 1.84626 3.57572 3.27079
C 0.56248 3.10241 3.31862
C -0.08308 3.72783 4.35782
C 0.84450 4.61545 4.95548
C 2.02518 4.50213 4.26168
H 2.54911 3.28713 2.60858
H 0.21986 2.36234 2.61263
H -1.10835 3.56495 4.65383
H 0.66845 5.26562 5.79895
H 2.97450 4.99882 4.38887
N -2.10912 -4.23079 -3.38416
C -2.00368 -5.30510 -4.22803
C -2.67050 -6.35916 -3.65530
C -3.20328 -5.90408 -2.42308
C -2.84406 -4.58711 -2.28290
H -1.71078 -3.32257 -3.54767
H -1.46382 -5.22666 -5.15904
H -2.76594 -7.34825 -4.07660
H -3.78580 -6.47715 -1.71778
H -3.04588 -3.87474 -1.49735
N -2.87256 2.44422 1.27175
C -4.15754 1.96808 1.31689
C -4.80217 2.59306 2.35510
C -3.87456 3.48288 2.95523
C -2.69433 3.37140 2.26414
H -2.16837 2.15861 0.61187
H -4.49923 1.22778 0.60966
H -5.82761 2.42973 2.65006
H -4.05228 4.13267 3.79880
H -1.74568 3.86788 2.39147
*
```

The lowest unoccupied orbital energy is -3.961 eV. The max |F| comes out at 8.172 eV Å⁻¹. The gap between HOMO and LUMO is 0.2224 Ha.

- Number 3 is which compound?
  C20H32N5O2S

What did the first record say?
Here is C20H32IrNS2Si3 as an isolated structure at a distorted geometry from the Open Molecules 2025 dataset. Energies are from the ωB97M-V functional and the def2-TZVPD basis.

Structure (ORCA input):
```
! wB97M-V def2-TZVPD RIJCOSX def2/J DEFGRID3
* xyz 0 1
Ir -0.58589 0.45893 -0.25585
C 3.31012 -1.00439 -0.45880
Si 2.49578 0.50800 -1.21580
C 3.84717 1.66743 -1.82308
C 1.47606 -0.09544 -2.69058
C 1.36083 1.39532 -0.02311
Si 1.74804 1.20654 1.80929
C 1.49009 -0.56270 2.40962
C 0.72066 2.31129 2.94091
C 3.53849 1.68840 2.13848
Si 0.77801 3.07380 -0.52105
C 0.43055 3.35492 -2.34269
C 1.87414 4.48333 0.06685
C -0.92248 3.23462 0.29193
C -1.67552 4.39615 0.39605
C -2.97624 4.33443 0.86679
C -3.49800 3.10883 1.25888
C -2.69946 1.98846 1.17169
N -1.45418 2.05488 0.69136
H 3.98623 -1.46432 -1.18394
H 2.56969 -1.75377 -0.16864
H 3.89535 -0.75364 0.42700
H 4.55262 1.14120 -2.47172
H 4.40848 2.08337 -0.98229
H 3.42888 2.50125 -2.39176
H 1.90508 -0.99620 -3.13548
H 1.40208 0.66937 -3.46658
H 0.44759 -0.34661 -2.39729
H 0.67134 -1.05535 1.88000
H 1.24219 -0.57008 3.47440
H 2.38592 -1.17081 2.27099
H -0.30650 1.95455 3.03339
H 0.68314 3.34779 2.59912
H 1.16868 2.30810 3.93814
H 4.24269 1.13456 1.51508
H 3.78610 1.48550 3.18440
H 3.70066 2.75413 1.95598
H 1.33942 3.27117 -2.94295
H 0.01931 4.35542 -2.49914
H -0.29349 2.63064 -2.72152
H 2.87638 4.36647 -0.35447
H 1.96842 4.49628 1.15415
H 1.49032 5.45713 -0.25042
H -1.24324 5.34008 0.09014
H -3.58497 5.22764 0.92582
H -4.51182 3.01745 1.62016
H -3.04612 1.01481 1.49059
S -2.29906 0.57239 -1.88765
C -3.66556 -0.12527 -1.02571
C -4.97353 0.21262 -1.37415
C -6.04917 -0.34630 -0.70379
C -5.82325 -1.25754 0.32501
C -4.52454 -1.59072 0.67273
C -3.44070 -1.02282 0.00140
S -1.79143 -1.43633 0.45202
H -5.12993 0.92804 -2.17340
H -7.05874 -0.07302 -0.98226
H -6.65400 -1.69686 0.86172
H -4.32826 -2.28545 1.48112
*
```

The lowest unoccupied orbital energy is -0.858 eV. The max |F| comes out at 1.411 eV Å⁻¹. The gap between HOMO and LUMO is 0.2355 Ha.

- The lowest max |F| belongs to which entry?
  C20H32IrNS2Si3